{
  "formula": "CH2INO",
  "method": "wB97M-V/def2-TZVPD",
  "symbols": ["O", "C", "N", "I", "H", "H"],
  "xyz": [[-1.60050, -0.50845, -0.14667], [-0.44831, -0.63594, 0.04184], [0.46893, 0.41178, -0.08528], [0.02482, 2.41280, -0.02726], [0.13594, -1.68399, 0.26764], [1.41912, 0.00380, -0.05027]],
  "homo_lumo_gap_ha": 0.32495,
  "max_force_ha_per_bohr": 0.058,
  "e_tot_ha": -466.96028,
  "smiles": "O=CNI",
  "homo_ev": -9.4
}

***

{
  "formula": "C3H10S2",
  "method": "wB97M-V/def2-TZVPD",
  "symbols": ["S", "S", "H", "H", "C", "C", "C", "H", "H", "H", "H", "H", "H", "H", "H"],
  "xyz": [[-3.11167, -1.44801, 0.76464], [-2.25199, 0.54554, 1.69836], [-2.15817, -1.41072, -0.16693], [-1.28476, -0.12108, 2.33974], [0.80124, -0.91736, -1.03812], [1.14207, 0.09639, 0.04572], [0.49782, 1.46488, -0.20167], [1.27051, -0.58992, -1.96069], [1.20939, -1.90816, -0.81655], [-0.27936, -1.05467, -1.05416], [0.93961, -0.22885, 1.06526], [2.23370, 0.22989, 0.07926], [0.47267, 2.05279, 0.71129], [-0.54422, 1.31920, -0.48023], [1.06318, 1.97010, -0.98591]],
  "homo_lumo_gap_ha": [0.17693, 0.27000],
  "max_force_ha_per_bohr": 0.036,
  "s2": 0.75,
  "e_tot_ha": -916.66594,
  "multiplicity": 2,
  "homo_ev": [-0.9, -3.7],
  "total_charge": -1
}

***

{
  "formula": "H2NP",
  "method": "wB97M-V/def2-TZVPD",
  "symbols": ["N", "P", "H", "H"],
  "xyz": [[-0.72292, -0.80888, 0.00660], [0.92320, 0.81224, -0.09720], [-0.21857, -1.24452, -0.73161], [0.01828, 1.24116, 0.82221]],
  "homo_lumo_gap_ha": [0.34674, 0.33251],
  "max_force_ha_per_bohr": 0.074,
  "e_tot_ha": -397.12415,
  "homo_ev": [-10.9, -9.6]
}

***

{
  "formula": "C31H50F3I2N4O9PS2Sc",
  "method": "wB97M-V/def2-TZVPD",
  "symbols": ["Sc", "N", "C", "C", "C", "O", "O", "H", "H", "H", "H", "H", "H", "C", "C", "C", "C", "C", "C", "O", "N", "C", "O", "N", "C", "O", "H", "H", "H", "H", "H", "H", "H", "H", "H", "H", "H", "O", "P", "C", "C", "C", "C", "C", "C", "C", "C", "C", "C", "C", "C", "C", "C", "C", "C", "C", "C", "H", "H", "H", "H", "H", "H", "H", "H", "H", "H", "H", "H", "H", "H", "H", "H", "H", "H", "H", "H", "H", "H", "H", "H", "H", "H", "H", "H", "H", "H", "H", "H", "H", "S", "C", "N", "F", "C", "F", "F", "S", "O", "O", "O", "I", "I"],
  "xyz": [[0.20218, -0.36640, 0.42548], [-1.47309, 2.39874, -2.66176], [-0.70245, 3.56210, -2.25234], [-0.71975, 3.79798, -0.74448], [-0.34165, 2.66343, 0.24213], [-0.32736, 2.95916, 1.43318], [-0.04099, 1.48021, -0.18102], [-1.63588, 2.40329, -3.66030], [-2.37002, 2.35679, -2.19093], [-1.08971, 4.47237, -2.73029], [0.33170, 3.42727, -2.58764], [-1.72760, 4.11803, -0.46207], [-0.04360, 4.61792, -0.50012], [2.34495, 2.68258, 3.54735], [3.51448, 1.82341, 3.06581], [3.21947, 0.30686, 3.11854], [4.41348, -0.48288, 2.54425], [4.15168, -1.98834, 2.50824], [3.01022, -0.09351, 4.56305], [3.87298, 0.00867, 5.41040], [1.76781, -0.57875, 4.87310], [0.66300, -0.70445, 4.01663], [-0.38520, -1.10769, 4.48971], [0.83432, -0.36646, 2.71279], [2.01135, 0.04549, 2.25330], [2.10524, 0.23470, 1.01778], [2.62479, 3.73581, 3.52608], [2.06751, 2.42451, 4.57240], [1.46631, 2.55963, 2.90994], [4.39340, 2.00751, 3.68607], [3.75432, 2.07533, 2.03186], [5.28638, -0.27140, 3.16390], [4.59879, -0.11834, 1.53363], [3.97433, -2.37905, 3.51253], [5.00604, -2.51240, 2.08136], [3.27913, -2.21676, 1.89425], [1.60945, -0.85769, 5.82963], [-1.75103, -0.30637, 1.07799], [-3.18995, -0.36508, 1.53898], [-3.79369, -2.10794, 1.32871], [-2.64362, -3.12242, 1.39815], [-2.24049, -3.47559, 2.82589], [-3.44423, -4.03359, 3.57997], [-4.56652, -2.99841, 3.60753], [-4.97243, -2.57909, 2.19291], [-3.16483, 0.21064, 3.27962], [-4.48262, 0.46224, 4.00876], [-4.21037, 0.48619, 5.52234], [-2.83615, 1.10834, 5.83229], [-2.46376, 2.13477, 4.76253], [-2.23583, 1.43469, 3.41296], [-4.13306, 0.57638, 0.26111], [-5.64990, 0.39348, 0.16816], [-6.42810, 1.31422, 1.10457], [-6.04360, 2.77187, 0.85874], [-4.54644, 2.95926, 1.09645], [-3.73219, 2.05387, 0.17353], [-4.12744, -2.08251, 0.28333], [-1.78011, -2.74374, 0.85714], [-2.96664, -4.03326, 0.88514], [-1.84750, -2.59275, 3.33852], [-1.43758, -4.21312, 2.79392], [-3.16341, -4.30166, 4.60126], [-3.79321, -4.94340, 3.07923], [-4.22123, -2.13019, 4.17360], [-5.44335, -3.40328, 4.12095], [-5.75047, -1.81042, 2.24154], [-5.40786, -3.44918, 1.69040], [-2.65340, -0.62829, 3.76607], [-5.23317, -0.29634, 3.77610], [-4.88883, 1.42811, 3.70223], [-4.25067, -0.52983, 5.92363], [-5.00248, 1.05830, 6.01274], [-2.06901, 0.33120, 5.83833], [-2.85343, 1.56937, 6.82208], [-1.55545, 2.66790, 5.04714], [-3.26301, 2.87955, 4.68289], [-1.20709, 1.09249, 3.34745], [-2.37186, 2.14743, 2.59926], [-3.69253, 0.07789, -0.60852], [-5.92170, -0.64942, 0.34780], [-5.93655, 0.62319, -0.86350], [-6.20904, 1.05304, 2.14270], [-7.50053, 1.17313, 0.94688], [-6.61435, 3.42996, 1.51886], [-6.28428, 3.04359, -0.17446], [-4.32163, 2.72573, 2.14020], [-4.25682, 3.99898, 0.92744], [-2.66722, 2.15274, 0.39155], [-3.88936, 2.38203, -0.86071], [1.32928, -5.00914, 1.25096], [1.07144, -3.48820, 0.84531], [0.89543, -2.36344, 0.54636], [-0.57301, -3.67584, -2.46786], [-1.68794, -2.99015, -2.71033], [-2.62344, -3.38306, -1.83492], [-2.11809, -3.30851, -3.93364], [-1.39212, -1.15147, -2.59507], [-0.72769, -0.89498, -3.83496], [-2.71735, -0.61813, -2.43839], [-0.56432, -1.07957, -1.36485], [1.53991, -0.06584, -2.22340], [4.11392, 0.71064, -2.86574]],
  "homo_lumo_gap_ha": 0.26195,
  "max_force_ha_per_bohr": 0.057,
  "e_tot_ha": -4901.42214,
  "homo_ev": -5.8,
  "total_charge": -1
}

***

Record order is preserved below.
ΔE to the lowest compared entry with this formula, charge and spin: 33.5 0.0 84.4 0.0 kcal/mol